9
Properties=species:S:1:pos:R:3:forces:R:3:mulliken_charge:R:1 method="wB97M-V/def2-TZVPD" homo_energy_ev="-2.6 / -2.6" orbital_gap_ev="4.77 / 4.77" total_charge=-1 de_lowest_kj_mol=158.4 fmax_ev_per_a=2.75
C 1.9587 -1.8846 0.1601 2.11 -1.23 -0.67 -0.2692
C 0.8785 -1.3592 0.3125 -0.77 0.14 -0.30 -0.0200
C -0.2935 -0.7700 0.4363 -2.68 0.54 0.28 -0.4012
O -0.1249 3.2646 0.4327 -0.06 -0.06 -0.08 -0.4288
O -1.3370 2.4029 -1.5244 -0.03 0.16 -0.36 -0.3774
S -1.1113 2.3731 -0.1158 0.01 0.06 0.26 0.6651
I -2.1921 -1.7091 -0.6190 1.33 0.66 0.53 -0.2795
H 2.6786 -2.6100 0.4377 0.29 -0.04 0.29 0.2651
H -0.4571 0.2923 0.4799 -0.20 -0.23 0.05 -0.1540

23
Properties=species:S:1:pos:R:3:forces:R:3:mulliken_charge:R:1 method="wB97M-V/def2-TZVPD" homo_energy_ev="-8.5 / -8.5" orbital_gap_ev="8.62 / 8.62" fmax_ev_per_a=5.73
C -0.0591 1.0359 1.0911 -1.98 -1.24 -1.89 -0.5744
C -1.2335 0.8778 0.3103 3.00 -0.93 1.03 -1.0519
C 0.6111 -1.2193 0.7379 -1.14 -2.43 -0.68 -0.4372
C 0.8482 0.0515 1.2630 1.35 -2.41 0.42 0.7195
C -1.3389 -0.3438 -0.2330 -4.17 -2.55 -2.99 0.6411
C -0.5496 -1.4847 -0.0569 1.01 1.91 1.47 -0.4669
C 2.1103 0.2729 2.0783 0.79 2.19 -0.38 -1.0994
C -3.3681 -0.6322 -1.3531 2.59 1.83 3.31 0.8011
N -1.3795 -0.9543 -3.1658 -1.66 0.13 -2.78 -0.4582
O -3.6636 0.2110 -3.7777 1.33 1.65 -0.26 -0.4739
F -3.9344 -1.4063 -0.4212 -0.25 -0.18 -0.89 -0.2045
F -3.9884 0.6026 -1.2621 0.76 -1.23 0.02 -0.2494
P -3.1557 -1.1582 -3.1241 0.99 -1.07 0.07 0.1376
Br -1.0465 -3.2401 -0.7063 0.39 0.82 0.53 -0.1095
H 0.1350 1.9498 1.4581 0.66 3.21 1.46 0.4049
H -1.8243 1.7050 0.0869 -1.24 1.02 -0.28 0.5006
H 1.2406 -2.0964 1.0410 -0.36 1.05 -0.48 0.2859
H 3.1181 0.0988 1.5170 -1.98 0.19 0.85 0.2766
H 1.9737 1.4073 2.2156 1.16 -1.52 0.47 0.2844
H 2.1670 -0.2240 3.0759 -0.27 0.29 -0.87 0.2786
H -0.9814 -1.5659 -2.4609 0.36 -0.09 -0.56 0.1592
H -1.1151 -1.2048 -4.2029 -0.23 0.20 2.87 0.2873
H -3.0225 0.9414 -3.5257 -1.12 -0.84 -0.45 0.3484

68
Properties=species:S:1:pos:R:3:forces:R:3:mulliken_charge:R:1 method="wB97M-V/def2-TZVPD" homo_energy_ev="-7.8 / -7.8" orbital_gap_ev="7.07 / 7.07" de_lowest_kj_mol=0.0 fmax_ev_per_a=1.22
Fe -0.0189 -0.3760 -0.8780 1.18 -0.13 -0.26 -0.0228
C 3.3819 -0.6140 -3.4491 0.00 -0.03 -0.09 -0.7311
C 2.0939 -0.6595 -2.9532 0.10 -0.02 0.10 -0.5169
N 1.8520 -0.4762 -1.6524 -0.43 -0.42 -0.20 1.3153
C 2.8948 -0.2158 -0.8644 0.01 -0.02 -0.11 -0.1572
C 4.1836 -0.1717 -1.3907 -0.04 0.07 0.03 -0.6240
N 4.4351 -0.3800 -2.6723 0.02 0.00 0.00 -0.6120
C 2.5598 0.0755 0.5350 0.24 -0.03 0.14 0.5944
C 3.5179 0.0419 1.5376 -0.06 0.00 0.04 -0.8750
C 3.1365 0.2937 2.8468 -0.04 -0.01 -0.04 0.3444
C 1.8036 0.6008 3.0773 0.09 0.05 -0.03 -0.2790
C 0.9109 0.6417 2.0174 -0.02 -0.03 -0.05 -0.3743
N 1.2733 0.3488 0.7623 -0.59 0.09 -0.13 0.1732
C -0.4835 1.0602 2.2747 -0.13 0.02 0.20 0.4731
C -1.2133 0.5108 3.3248 0.08 -0.03 -0.24 -0.6035
N -2.4533 0.9027 3.5896 -0.14 0.05 -0.02 -0.6457
C -2.9562 1.8402 2.7924 0.00 -0.01 0.17 -0.2703
C -2.2275 2.3887 1.7459 0.25 0.05 0.05 -0.2910
N -0.9834 2.0073 1.4909 -0.03 0.11 0.15 -0.1918
C 4.1166 0.2511 3.9521 0.08 -0.02 0.10 0.2210
C 5.3993 0.7690 3.8017 -0.06 -0.03 0.02 -0.5154
C 6.2775 0.7017 4.8722 0.01 0.02 -0.03 -0.3654
N 5.9689 0.1622 6.0475 0.03 0.00 0.03 -0.6266
C 4.7420 -0.3313 6.1855 -0.04 -0.01 0.01 -0.3668
C 3.7863 -0.3098 5.1817 0.03 0.03 -0.04 -0.5347
H 3.5653 -0.7622 -4.5061 0.00 0.01 0.01 0.4053
H 1.2399 -0.8136 -3.5969 0.01 0.02 0.00 0.4622
H 5.0330 0.0643 -0.7621 -0.02 -0.02 0.01 0.3997
H 4.5402 -0.2280 1.3166 0.00 0.01 -0.04 0.6724
H 1.4603 0.8679 4.0675 0.00 -0.02 0.00 0.8481
H -0.8011 -0.2888 3.9295 0.02 0.00 0.02 0.5066
H -3.9718 2.1630 2.9871 0.01 -0.03 -0.03 0.3950
H -2.6583 3.1279 1.0832 -0.01 0.04 0.03 0.3521
H 5.7047 1.2411 2.8770 0.00 0.00 0.00 0.4778
H 7.2791 1.1071 4.7797 -0.01 0.00 0.00 0.3681
H 4.5087 -0.7714 7.1488 0.00 0.00 -0.01 0.3707
H 2.8098 -0.7445 5.3506 0.00 0.00 -0.01 0.4960
S 0.3285 -2.5890 0.5160 0.11 0.00 -0.13 -0.3793
C -1.2980 -2.8370 0.8869 -0.32 0.28 -0.19 0.3591
N -2.1802 -3.2027 -0.0991 0.27 0.03 0.12 0.1013
C -3.5117 -3.2339 0.0762 -0.06 0.06 0.07 0.0062
C -4.0279 -2.9544 1.3044 -0.06 -0.04 -0.07 -0.7211
C -3.0969 -2.6594 2.3104 0.25 0.01 -0.18 -0.0379
N -1.7968 -2.6129 2.1104 -0.06 0.01 0.43 -0.3727
H -1.7773 -3.3443 -1.0180 -0.09 -0.05 0.01 0.0998
H -4.1093 -3.4704 -0.7924 0.02 -0.02 -0.02 0.4238
H -5.0914 -2.9506 1.4790 0.01 0.03 0.01 0.4192
H -3.4192 -2.4345 3.3201 -0.09 0.00 0.02 0.4062
Cl 1.6921 2.6082 -2.2810 -0.05 0.08 0.04 -0.3626
Si -0.1726 1.6105 -2.0222 0.06 0.05 0.09 0.3829
Cl -0.7519 1.3528 -4.0611 0.06 0.03 -0.08 -0.3862
Cl -1.4162 3.1890 -1.4621 -0.04 -0.03 -0.13 -0.3358
N -2.8231 -4.4527 -4.7422 0.02 0.01 0.01 -0.5026
C -2.1474 -3.5185 -4.0043 0.04 -0.01 0.00 0.8970
C -0.8667 -3.7757 -3.4937 -0.08 0.09 0.00 -0.6509
C -0.2490 -2.8148 -2.7206 0.05 -0.03 -0.13 -1.0179
N -0.8041 -1.6381 -2.4069 -0.06 0.42 0.28 1.2220
C -2.0189 -1.3879 -2.9126 -0.05 0.08 0.06 -0.9661
C -2.7196 -2.2819 -3.6919 -0.03 -0.04 -0.01 -1.1152
H -2.2929 -5.2030 -5.1501 -0.01 -0.01 0.00 0.2268
H -3.6074 -4.1404 -5.2883 0.00 0.00 0.00 0.2292
H -0.3606 -4.7091 -3.7013 0.01 0.00 0.00 0.4024
H 0.7328 -3.0015 -2.3124 0.03 -0.02 0.06 0.3713
H -2.4445 -0.4268 -2.6616 -0.01 -0.06 0.02 0.5173
H -3.7007 -2.0125 -4.0625 0.02 0.00 0.00 0.3936
O -4.0551 0.3592 0.4320 -0.02 -0.08 -0.04 -0.7407
C -2.9193 0.1434 0.0999 -0.11 -0.14 -0.16 0.8655
N -1.8064 -0.0739 -0.2200 -0.39 -0.37 0.17 -0.0065

15
Properties=species:S:1:pos:R:3:forces:R:3:mulliken_charge:R:1 method="wB97M-V/def2-TZVPD" homo_energy_ev=-3.9 orbital_gap_ev=7.64 total_charge=-1 de_lowest_kj_mol=31.7 fmax_ev_per_a=1.57
C 0.9898 -0.6062 -1.6508 0.29 -1.45 -0.52 -0.1977
C 2.0746 -1.1005 -0.6262 -0.76 0.44 -0.45 0.5660
O 1.6481 -1.8847 0.2488 0.10 -0.05 0.19 -0.7297
O 3.2106 -0.6330 -0.8088 0.54 -0.04 0.17 -0.7246
H 0.2719 0.0589 -1.1895 0.00 0.34 -0.08 -0.3988
H 0.4452 -1.4937 -2.0062 -0.19 0.08 0.38 0.2208
H 1.4558 -0.2447 -2.5672 0.04 0.71 0.25 0.3085
C -0.8749 0.3262 1.5485 0.66 0.18 0.46 -0.5630
C -1.7437 1.1491 0.5903 1.12 -0.34 0.04 -0.8380
H -0.2801 0.9768 2.1966 0.06 0.22 -0.20 0.2311
H -1.3775 -0.3124 2.2743 -0.54 -0.08 -0.29 0.2935
H -0.1419 -0.2892 1.0332 -0.07 -0.26 -0.13 0.0541
H -1.1436 1.3897 -0.2894 0.07 0.10 0.03 0.2192
H -1.9745 2.1071 1.0534 -0.78 -0.12 -0.11 0.3217
H -2.5600 0.5566 0.1927 -0.56 0.29 0.26 0.2369